1.
A cluster of 2 separate species, C3H13N2O in total in a non-equilibrium geometry, computed with ωB97M-V/def2-TZVPD.

## Properties
charge	+1
max |F|	3.99	eV/Å
multiplicity	1
frontier orbital gap	0.4222	hartree
energy relative to the best compared isomer or geometry (same formula, charge and spin)	153.7	kJ/mol
LUMO energy	-2.9	eV

Each line ends with the natural charge from an NBO analysis.
Positions of all 19 atoms, in Å:
O (-0.10, -3.29, -0.14)  -0.97
N (-0.24, -0.62, -0.67)  -0.76
N (-1.00, 0.91, 1.22)  -0.90
C (0.96, 0.25, -0.84)  -0.23
C (0.48, 1.72, -0.58)  -0.47
C (0.21, 1.85, 0.90)  -0.22
H (-0.39, -3.68, -0.93)  0.49
H (-1.24, 0.94, 2.28)  0.40
H (1.42, 0.01, -1.76)  0.23
H (1.77, -0.03, -0.04)  0.23
H (-0.13, 2.91, 1.16)  0.21
H (-0.84, -0.21, 0.06)  0.47
H (0.07, -1.37, -0.03)  0.48
H (0.98, 1.53, 1.60)  0.21
H (-0.44, 2.10, -1.13)  0.24
H (-0.75, -0.98, -1.59)  0.45
H (1.21, 2.61, -0.78)  0.27
H (-0.16, -3.96, 0.54)  0.50
H (-1.86, 1.46, 1.03)  0.38

---

2.
The molecule C18H17FN2O6S, computed with ωB97M-V/def2-TZVPD.

## Properties
charge	0
max |F|	0.85	eV/Å
multiplicity	1
SMILES	COC(=O)CN1C(=O)COc2ccc(S(=O)(=O)NCc3ccc(F)cc3)cc21
frontier orbital gap	0.3470	hartree
energy relative to the best compared isomer or geometry (same formula, charge and spin)	0.6	kJ/mol
LUMO energy	0.5	eV

Each line ends with the natural charge from an NBO analysis.
Positions of all 45 atoms, in Å:
S (-0.34, 2.77, -0.52)  2.31
F (-6.77, -1.51, 0.93)  -0.32
O (4.72, 0.32, 1.25)  -0.47
O (-0.38, 2.86, -1.95)  -0.93
O (-0.18, -2.06, -1.15)  -0.61
O (4.67, -2.67, -0.63)  -0.58
O (-0.61, 3.93, 0.26)  -0.94
O (1.04, -1.72, 0.70)  -0.51
N (3.18, -0.98, -0.68)  -0.44
N (-1.37, 1.54, -0.01)  -0.87
C (2.20, -1.80, -1.36)  -0.34
C (2.81, 0.29, -0.21)  0.17
C (1.23, 2.09, -0.02)  -0.33
C (1.65, 0.93, -0.64)  -0.25
C (-5.55, 0.41, 0.34)  -0.28
C (-4.60, -1.80, 0.07)  -0.28
C (-0.14, -1.70, 1.49)  -0.27
C (0.88, -1.88, -0.61)  0.80
C (4.38, -1.53, -0.35)  0.66
C (5.34, -0.57, 0.34)  -0.16
C (-3.31, 0.15, -0.53)  -0.06
C (-2.04, 0.77, -1.05)  -0.26
C (-3.43, -1.23, -0.42)  -0.18
C (3.57, 0.89, 0.81)  0.28
C (1.95, 2.65, 1.02)  -0.18
C (-5.64, -0.97, 0.44)  0.40
C (3.14, 2.06, 1.42)  -0.24
C (-4.38, 0.96, -0.15)  -0.19
H (-4.30, 2.04, -0.25)  0.22
H (6.06, -1.15, 0.92)  0.23
H (-0.77, -2.57, 1.27)  0.20
H (3.73, 2.48, 2.21)  0.24
H (0.19, -1.72, 2.53)  0.20
H (-4.71, -2.86, 0.16)  0.23
H (2.63, -2.80, -1.42)  0.29
H (-6.38, 1.03, 0.64)  0.23
H (5.87, -0.01, -0.44)  0.20
H (-2.61, -1.86, -0.73)  0.24
H (-2.03, 1.95, 0.65)  0.41
H (-2.26, 1.42, -1.91)  0.22
H (1.57, 3.55, 1.49)  0.25
H (1.05, 0.54, -1.45)  0.24
H (-1.36, -0.02, -1.38)  0.22
H (2.01, -1.44, -2.37)  0.23
H (-0.71, -0.79, 1.29)  0.21

---

3.
The molecule C18H22N2O3S3 in a non-equilibrium geometry, computed with ωB97M-V/def2-TZVPD.

## Properties
charge	0
max |F|	1.37	eV/Å
multiplicity	1
SMILES	O=C1/C(=C/c2cccs2)SC(=S)N1CCC(=O)N1CCCC[C@H]1CCO
frontier orbital gap	0.2687	hartree
LUMO energy	-0.8	eV

Each line ends with the natural charge from an NBO analysis.
Positions of all 48 atoms, in Å:
S (-1.97, 0.41, 2.64)  0.40
S (-7.02, 0.47, 2.28)  0.47
S (0.93, -0.20, 2.30)  -0.09
O (-3.00, -2.35, 0.22)  -0.57
O (-0.86, 0.67, -0.77)  -0.66
O (5.11, -1.86, -1.42)  -0.73
N (1.31, 0.37, -1.24)  -0.44
N (-1.09, -1.44, 1.09)  -0.47
C (-5.28, 0.52, 2.48)  -0.26
C (-0.24, -1.57, -1.19)  -0.50
C (4.26, -1.76, -0.29)  -0.05
C (-0.22, -2.20, 0.22)  -0.22
C (-0.64, -0.48, 1.93)  -0.06
C (2.12, 2.36, -2.40)  -0.40
C (2.50, -0.42, -1.55)  -0.03
C (-7.22, 1.77, 3.38)  -0.39
C (-6.03, 2.22, 3.87)  -0.26
C (0.06, -0.08, -1.07)  0.70
C (3.15, 0.13, -2.83)  -0.41
C (-2.47, -1.53, 0.93)  0.68
C (3.47, -0.45, -0.36)  -0.45
C (1.56, 1.79, -1.10)  -0.23
C (3.41, 1.63, -2.76)  -0.40
C (-4.49, -0.40, 1.76)  -0.13
C (-4.93, 1.52, 3.36)  -0.21
C (-3.14, -0.53, 1.76)  -0.30
H (2.90, -0.36, 0.57)  0.24
H (3.57, -2.61, -0.26)  0.15
H (4.17, 1.85, -2.01)  0.19
H (0.78, -2.18, 0.65)  0.23
H (2.49, -0.07, -3.67)  0.20
H (-5.94, 3.04, 4.57)  0.23
H (1.39, 2.22, -3.20)  0.20
H (-1.25, -1.66, -1.58)  0.25
H (0.61, 2.26, -0.85)  0.25
H (-0.60, -3.22, 0.18)  0.23
H (-8.20, 2.13, 3.60)  0.24
H (4.08, -0.41, -2.99)  0.24
H (0.44, -2.12, -1.84)  0.22
H (2.26, 1.96, -0.28)  0.19
H (-3.91, 1.73, 3.63)  0.23
H (-5.01, -1.10, 1.11)  0.24
H (3.79, 1.98, -3.72)  0.21
H (5.65, -2.64, -1.33)  0.47
H (4.85, -1.76, 0.63)  0.17
H (4.18, 0.37, -0.41)  0.21
H (2.30, 3.43, -2.28)  0.21
H (2.20, -1.45, -1.75)  0.21

---

4.
A structure of composition C6H21N10O8Ti in a non-equilibrium geometry, computed with ωB97M-V/def2-TZVPD.

## Properties
charge	0
max |F|	10.66	eV/Å
multiplicity	4
frontier orbital gap (alpha / beta)	0.1230 / 0.3403	hartree
energy relative to the best compared isomer or geometry (same formula, charge and spin)	164.2	kJ/mol
LUMO energy (alpha / beta)	0.6 / 0.5	eV

Each line ends with the natural charge from an NBO analysis.
Positions of all 46 atoms, in Å:
Ti (-0.27, 0.28, -0.68)  0.80
O (1.08, 2.23, -0.29)  -0.74
O (-2.33, 2.00, -1.44)  -0.72
O (2.61, -0.97, 2.68)  -0.72
O (1.72, -0.88, -0.72)  -0.66
O (-1.72, -1.16, -2.10)  -0.69
O (-2.36, -2.10, 2.45)  -0.68
O (-3.21, -1.18, 0.73)  -0.85
O (-1.09, -0.79, 1.21)  -0.83
N (3.58, -1.71, 0.15)  -0.85
N (-1.72, -2.94, -3.56)  -0.84
N (0.91, 0.46, 2.87)  -0.81
N (2.74, 0.86, 4.00)  -0.85
N (3.50, -1.46, -1.89)  -0.84
N (-4.21, 1.32, -0.51)  -0.81
N (-2.79, -2.95, -1.82)  -0.80
N (-4.33, 3.01, -1.89)  -0.84
N (2.33, 3.72, 0.62)  -0.80
N (3.15, 1.64, 0.49)  -0.81
C (2.20, 2.52, 0.20)  0.76
C (-2.01, -2.27, -2.45)  0.76
C (2.11, 0.08, 3.09)  0.78
C (2.76, -1.37, -0.81)  0.76
C (-2.20, -1.30, 1.45)  0.96
C (-3.55, 2.12, -1.25)  0.77
H (-3.10, -3.88, -2.07)  0.38
H (-5.21, 1.36, -0.71)  0.36
H (4.27, -2.11, -1.91)  0.38
H (-1.05, -2.55, -4.22)  0.41
H (4.46, -2.12, -0.13)  0.37
H (3.24, 4.15, 0.67)  0.38
H (-2.02, -3.90, -3.52)  0.37
H (3.94, 2.01, 1.00)  0.39
H (2.16, 1.43, 4.61)  0.38
H (3.45, 0.36, 4.51)  0.39
H (-3.87, 3.76, -2.38)  0.41
H (3.36, -1.58, 1.13)  0.45
H (1.52, 4.33, 0.58)  0.42
H (-3.26, -2.23, 2.15)  0.50
H (-3.05, -2.46, -0.98)  0.44
H (0.69, 1.44, 2.85)  0.39
H (2.98, -1.21, -2.72)  0.40
H (3.19, 0.70, 0.13)  0.43
H (0.43, -0.12, 2.21)  0.45
H (-5.28, 2.98, -1.53)  0.38
H (-3.76, 0.48, -0.19)  0.45

---

5.
A cluster of 27 separate species, C6H68NO28 in total in a non-equilibrium geometry, computed with ωB97M-V/def2-TZVPD.

## Properties
charge	+1
max |F|	12.11	eV/Å
multiplicity	1
frontier orbital gap	0.3451	hartree
energy relative to the best compared isomer or geometry (same formula, charge and spin)	423.9	kJ/mol
LUMO energy	-3.0	eV

Each line ends with the Löwdin charge.
Positions of all 103 atoms, in Å:
O (44.69, 1.77, 7.63)  -0.01
O (52.50, 6.53, 10.30)  -0.13
O (47.98, 11.80, 2.50)  0.04
O (46.20, 6.25, -0.16)  -0.02
O (47.42, 10.75, 0.03)  -0.17
O (51.87, 1.17, 9.77)  -0.01
O (45.79, 5.76, 7.04)  0.02
O (48.02, 0.83, 5.89)  -0.04
O (49.12, -0.06, 8.67)  -0.07
O (48.82, 2.51, 9.22)  -0.20
O (49.73, 3.40, 2.65)  -0.02
O (47.70, 2.62, 4.37)  -0.12
O (51.74, 8.21, 2.68)  -0.15
O (52.06, 5.13, 8.13)  -0.05
O (52.47, 5.80, 5.54)  -0.10
O (47.35, 9.47, 7.12)  -0.02
O (50.31, 9.86, 4.26)  -0.09
O (46.51, 10.78, 4.77)  -0.06
O (50.30, 5.12, 0.61)  0.05
O (45.00, 2.75, 10.36)  -0.02
O (45.33, 5.30, 11.60)  -0.13
O (47.17, 2.56, 12.67)  -0.06
O (50.83, 0.42, 12.25)  0.01
O (48.43, 7.48, 8.68)  -0.04
O (45.53, -0.04, 8.78)  -0.08
O (48.59, 7.79, 4.05)  -0.19
O (48.30, 8.00, 0.31)  -0.01
O (52.06, 2.34, 13.04)  -0.04
N (48.11, 4.86, 6.22)  0.01
C (47.90, 3.29, 8.38)  -0.13
C (49.44, 3.34, 10.26)  0.02
C (48.32, 6.51, 4.44)  -0.24
C (48.72, 4.15, 7.40)  -0.10
C (48.78, 6.01, 5.73)  -0.19
C (48.31, 7.80, 2.59)  -0.04
H (48.55, 3.71, 10.58)  0.05
H (45.38, -0.73, 7.99)  0.11
H (47.61, -0.05, 5.75)  0.10
H (48.15, 9.96, 7.38)  0.06
H (45.02, 5.20, 7.30)  0.11
H (52.80, 1.69, 12.91)  0.08
H (44.10, 2.87, 10.46)  0.02
H (46.40, 2.31, 12.11)  0.02
H (47.96, 0.94, 6.84)  0.02
H (52.66, 1.58, 10.04)  0.02
H (48.42, 2.85, 3.67)  0.04
H (47.48, 8.62, 7.48)  -0.04
H (45.69, 6.41, 7.73)  0.08
H (49.86, -0.18, 7.99)  0.09
H (52.33, 4.74, 5.31)  0.15
H (47.64, 12.67, 2.56)  0.09
H (47.13, 7.76, 2.50)  0.17
H (46.45, 10.98, -0.09)  0.07
H (51.35, 1.84, 13.30)  -0.05
H (51.87, 8.70, 1.75)  0.11
H (48.52, 8.90, 2.28)  0.13
H (51.11, 8.77, 3.22)  -0.03
H (48.84, 11.88, 2.66)  0.01
H (44.07, 2.37, 7.54)  -0.01
H (52.06, 5.86, 9.73)  -0.03
H (47.17, 6.63, 4.62)  0.17
H (45.10, 4.43, 11.24)  -0.03
H (49.93, 2.83, 10.88)  0.00
H (45.05, 2.52, 9.36)  0.07
H (49.80, 5.84, 5.57)  0.12
H (47.08, 5.12, 6.70)  0.13
H (49.22, 8.01, 9.09)  0.15
H (47.58, 1.68, 12.65)  0.04
H (47.76, 1.71, 4.63)  -0.04
H (52.48, 6.20, 11.26)  0.07
H (47.26, 10.99, 4.01)  0.08
H (49.13, 4.92, 7.94)  0.07
H (44.37, 1.09, 6.89)  0.19
H (49.76, 9.03, 4.33)  0.02
H (53.18, 6.02, 4.94)  0.04
H (47.74, 10.98, 1.07)  0.09
H (50.51, 3.51, 3.08)  -0.01
H (45.23, 0.68, 8.29)  -0.17
H (47.34, 2.48, 7.77)  0.13
H (46.84, 6.89, 0.17)  -0.01
H (49.57, 3.58, 6.97)  0.15
H (46.86, 10.14, 5.23)  -0.13
H (51.34, 0.86, 10.48)  -0.03
H (48.92, 0.84, 8.83)  -0.05
H (48.05, 8.78, 0.51)  -0.09
H (50.74, 9.79, 5.17)  0.10
H (52.46, 5.57, 7.44)  -0.04
H (49.87, 3.99, 1.87)  0.03
H (45.91, 6.66, -0.91)  -0.03
H (46.36, 5.53, 11.41)  0.10
H (48.72, 7.08, 2.15)  -0.02
H (47.26, 3.96, 8.84)  0.08
H (48.54, 5.63, 3.70)  0.17
H (48.81, 6.66, 6.52)  0.09
H (49.62, 5.77, 0.69)  0.04
H (51.19, -0.34, 11.90)  0.04
H (51.07, 0.32, 13.12)  0.01
H (48.12, 7.08, 9.45)  0.01
H (52.64, 4.32, 8.06)  0.11
H (49.19, 8.15, 0.06)  0.07
H (51.12, 5.45, 0.63)  0.00
H (47.70, 4.15, 5.51)  0.17
H (50.14, 4.12, 9.80)  0.11

---

6.
A structure of composition C3H6N4O in a non-equilibrium geometry, computed with ωB97M-V/def2-TZVPD.

## Properties
charge	0
max |F|	1.45	eV/Å
multiplicity	1
frontier orbital gap	0.3068	hartree
energy relative to the best compared isomer or geometry (same formula, charge and spin)	634.8	kJ/mol
LUMO energy	0.4	eV

Each line ends with the natural charge from an NBO analysis.
Positions of all 14 atoms, in Å:
O (-0.83, 1.60, -1.74)  -0.35
N (-0.61, -0.30, -0.55)  -0.22
N (0.35, -2.21, 0.93)  -0.63
N (0.19, 0.42, 0.05)  0.07
N (-0.23, 2.10, -0.61)  -0.20
C (1.11, -1.32, 1.41)  0.06
C (-1.53, 0.44, -1.36)  0.05
C (1.07, 0.03, 0.96)  -0.21
H (-2.44, 0.67, -0.77)  0.17
H (1.73, 0.79, 1.35)  0.21
H (0.46, -3.14, 1.32)  0.34
H (0.66, 2.51, -0.93)  0.34
H (1.86, -1.49, 2.20)  0.16
H (-1.79, -0.10, -2.27)  0.21

---

Calculated E_tot (Eh), listed in the same order as above: -306.57715 -1755.14408 -2228.93504 -2240.26840 -2430.20433 -411.96716